1.
{"formula": "C5H7NS2", "method": "the ωB97M-V functional and the def2-TZVPD basis", "elements": ["C", "C", "C", "C", "C", "N", "S", "S", "H", "H", "H", "H", "H", "H", "H"], "positions_angstrom": [[-0.865, -0.160, 0.420], [-2.160, 0.304, 0.057], [1.424, 0.482, 0.348], [-3.265, -0.601, 0.573], [3.780, 0.297, -0.880], [0.236, 0.483, 0.282], [-2.505, 1.783, -0.515], [2.948, 0.872, 0.675], [-0.728, -1.244, 0.539], [-3.946, -0.118, 1.225], [-3.818, -1.008, -0.228], [-2.846, -1.341, 1.215], [3.009, -0.473, -1.290], [4.614, -0.247, -0.663], [4.120, 0.971, -1.759]], "forces_ev_per_a": [[-1.6, -2.0, -0.7], [-0.3, 0.2, 1.6], [-0.7, 1.0, -0.5], [1.1, 0.3, 0.0], [-2.9, 0.0, -2.9], [1.7, 0.2, 0.1], [0.0, 0.6, -0.6], [1.2, 0.2, -0.5], [-0.2, 0.4, 0.5], [-0.7, 1.1, 0.3], [-0.6, -0.7, -0.9], [0.4, -1.1, 0.1], [1.5, 1.5, 0.5], [2.3, -1.5, 1.1], [-1.1, -0.3, 1.9]], "homo_lumo_gap_ev": 7.14, "de_lowest_kj_mol": 318.6, "energy_ha": -1045.7227, "lumo_ev": -0.377}

***

2.
{"formula": "C11H16F9FeNO9S3", "method": "the ωB97M-V functional and the def2-TZVPD basis", "elements": ["Fe", "C", "F", "F", "F", "S", "O", "O", "O", "C", "F", "F", "F", "S", "O", "O", "N", "S", "O", "O", "C", "F", "F", "F", "C", "C", "C", "O", "C", "H", "H", "H", "H", "H", "H", "H", "H", "C", "C", "C", "O", "C", "H", "H", "H", "H", "H", "H", "H", "H"], "positions_angstrom": [[-0.211, -0.724, -0.149], [-2.869, -3.935, -0.502], [-4.134, -3.629, -0.758], [-2.814, -5.038, 0.233], [-2.211, -4.084, -1.634], [-2.090, -2.570, 0.532], [-2.119, -1.319, -0.283], [-2.860, -2.475, 1.755], [-0.662, -2.780, 0.738], [3.437, -0.445, -1.867], [4.599, -0.970, -1.492], [3.134, 0.617, -1.093], [3.511, -0.037, -3.144], [2.074, -1.749, -1.818], [2.437, -2.736, -2.812], [1.958, -2.250, -0.465], [0.606, -0.788, -1.958], [0.111, -1.049, -3.471], [1.131, -0.931, -4.463], [-0.715, -2.225, -3.498], [-1.056, 0.420, -3.728], [-2.274, 0.140, -3.355], [-0.635, 1.459, -3.009], [-1.044, 0.782, -4.983], [-1.667, 3.322, 0.875], [-0.561, 3.595, -0.108], [0.150, 2.244, -0.121], [-0.933, 1.291, -0.071], [-2.103, 1.897, 0.525], [-2.475, 4.053, 0.879], [-1.244, 3.394, 1.884], [0.122, 4.382, 0.201], [-0.907, 3.689, -1.140], [0.801, 2.140, 0.752], [0.726, 2.088, -1.029], [-2.571, 1.274, 1.283], [-2.846, 1.989, -0.273], [2.176, 0.657, 3.019], [0.880, 0.489, 3.786], [-0.052, -0.223, 2.800], [0.720, -0.499, 1.602], [2.094, -0.451, 1.985], [3.029, 0.651, 3.695], [2.198, 1.618, 2.499], [0.397, 1.364, 4.224], [1.003, -0.175, 4.645], [-0.984, 0.284, 2.545], [-0.416, -1.151, 3.249], [2.780, -0.154, 1.192], [2.378, -1.450, 2.325]], "forces_ev_per_a": [[-0.3, -0.2, -0.1], [0.4, 0.7, 0.5], [0.1, 0.0, 0.0], [0.0, -0.2, -0.2], [0.0, -0.1, 0.0], [-0.2, 1.4, 1.6], [-1.4, -0.2, -0.5], [0.1, -0.5, -1.1], [0.3, -1.3, -0.1], [-0.4, 0.2, -1.1], [-0.6, 0.2, 0.0], [0.2, -0.6, -0.2], [0.2, -0.1, 0.9], [-0.4, -1.4, 1.1], [-0.7, 1.8, 0.7], [0.4, 1.0, -0.3], [3.4, -1.2, -1.1], [-2.0, -0.8, -1.4], [0.1, 0.7, 0.3], [0.0, 0.6, 0.0], [0.9, -0.3, 0.5], [-0.9, -0.4, 0.3], [0.3, 0.6, 0.4], [0.0, -0.1, -1.0], [-0.2, 0.0, 1.1], [0.6, -0.8, -0.5], [-0.1, 0.6, 0.2], [0.6, -0.3, 0.4], [-0.6, 0.9, -1.1], [-0.1, -0.2, -0.3], [0.0, -0.3, 0.0], [-0.2, 0.2, -0.2], [-0.2, 0.7, 0.2], [-0.1, -0.2, 0.0], [0.0, -0.2, 0.0], [0.5, 0.0, 0.3], [0.0, -0.2, 0.0], [-0.4, 0.4, 0.4], [-0.9, -0.4, 0.6], [-0.8, -0.5, 0.5], [0.1, 0.8, 0.9], [1.4, 0.0, 0.2], [0.2, -0.3, -0.2], [0.0, 0.0, 0.0], [0.3, 0.3, -0.4], [0.3, -0.1, -0.1], [0.4, 0.4, -0.3], [0.3, -0.3, -0.4], [-0.6, -0.4, -0.5], [0.0, 0.1, 0.2]], "homo_lumo_gap_ev": [10.32, 9.41], "energy_ha": -4517.7022, "multiplicity": 5, "lumo_ev": [0.113, 0.105], "s_squared": 6.006}

***

3.
{"formula": "C23H21N7O4PtS2", "method": "the ωB97M-V functional and the def2-TZVPD basis", "elements": ["Pt", "C", "N", "C", "C", "N", "C", "C", "C", "C", "C", "C", "N", "C", "N", "C", "C", "C", "C", "C", "C", "N", "H", "H", "H", "H", "H", "H", "H", "H", "H", "H", "H", "H", "H", "H", "H", "O", "S", "O", "O", "O", "N", "C", "N", "C", "C", "C", "C", "C", "C", "S", "H", "H", "H", "H", "H", "H"], "positions_angstrom": [[1.221, -0.563, -0.829], [2.789, 2.220, -1.202], [2.288, 1.176, -2.067], [1.427, 1.485, -3.193], [0.014, 1.139, -2.871], [-0.381, 0.408, -1.831], [-1.777, 0.312, -1.897], [-2.710, -0.267, -1.044], [-4.037, -0.174, -1.403], [-4.440, 0.480, -2.576], [-3.525, 1.085, -3.411], [-2.191, 1.000, -3.037], [-1.029, 1.517, -3.609], [2.054, 2.147, 0.091], [1.133, 1.232, 0.350], [0.613, 1.508, 1.620], [-0.423, 0.919, 2.342], [-0.727, 1.474, 3.566], [-0.014, 2.570, 4.075], [0.998, 3.170, 3.356], [1.289, 2.623, 2.113], [2.187, 2.997, 1.110], [2.660, 3.208, -1.647], [3.855, 2.073, -1.025], [3.001, 0.510, -2.350], [1.732, 0.874, -4.045], [1.499, 2.533, -3.488], [-2.402, -0.759, -0.134], [-4.792, -0.617, -0.766], [-5.489, 0.510, -2.833], [-3.830, 1.586, -4.320], [-0.988, 2.061, -4.458], [-0.973, 0.079, 1.939], [-1.544, 1.066, 4.147], [-0.280, 2.962, 5.047], [1.524, 4.037, 3.733], [2.818, 3.783, 1.152], [3.937, -3.146, -1.908], [2.934, -2.224, -1.567], [1.658, -2.778, -0.987], [3.321, -1.187, -0.486], [2.453, -1.335, -2.674], [2.721, -0.937, 2.193], [1.506, -1.484, 2.113], [0.733, -1.513, 1.038], [-0.396, -2.331, 1.182], [-1.271, -2.721, 0.177], [-2.339, -3.532, 0.511], [-2.555, -3.916, 1.832], [-1.653, -3.580, 2.825], [-0.555, -2.807, 2.474], [0.777, -2.285, 3.475], [3.235, -0.853, 1.331], [3.239, -0.984, 3.054], [-1.067, -2.430, -0.846], [-3.006, -3.893, -0.261], [-3.427, -4.506, 2.079], [-1.792, -3.921, 3.842]], "forces_ev_per_a": [[0.3, 2.5, 5.4], [0.1, 0.1, 0.2], [0.1, -1.2, -0.4], [-0.2, 0.0, -0.2], [-0.2, 0.1, 0.0], [0.6, -0.9, 0.2], [-0.1, -0.1, 0.1], [0.1, 0.1, 0.1], [0.0, 0.0, 0.0], [0.0, 0.0, -0.1], [0.0, 0.1, -0.1], [0.2, -0.1, 0.1], [-0.3, -0.1, 0.1], [0.0, 0.2, 0.1], [0.6, -0.9, -1.1], [-0.2, -0.2, 0.1], [-0.1, 0.1, -0.1], [0.0, 0.0, 0.0], [0.0, 0.0, 0.0], [0.1, 0.1, 0.0], [-0.1, -0.1, -0.2], [-0.1, 0.0, 0.2], [0.0, 0.0, 0.0], [0.0, 0.0, 0.0], [0.2, 0.2, -0.2], [0.1, 0.0, 0.0], [0.0, 0.0, 0.0], [-0.1, 0.1, 0.0], [0.0, 0.0, 0.0], [0.0, 0.0, 0.0], [0.0, 0.0, 0.0], [0.1, 0.0, 0.0], [-0.1, 0.1, 0.1], [0.0, 0.0, 0.0], [0.0, 0.0, 0.0], [0.0, 0.0, 0.0], [0.0, 0.0, -0.1], [0.3, 0.0, 0.5], [0.0, -0.9, -2.1], [-0.2, 0.3, -0.8], [-1.6, 0.8, 0.4], [0.6, -0.5, -0.6], [-0.5, 0.3, 0.0], [0.1, -0.3, 0.3], [0.0, 0.6, -1.6], [-0.2, -0.2, -0.3], [0.4, -0.1, 0.0], [0.0, 0.0, -0.1], [0.0, -0.1, 0.1], [0.0, 0.0, 0.2], [-0.1, 0.2, 0.1], [0.2, 0.0, -0.1], [0.3, 0.0, -0.1], [0.0, -0.1, 0.1], [-0.1, -0.1, 0.0], [0.0, 0.1, 0.0], [0.1, -0.1, 0.0], [0.0, 0.0, 0.0]], "homo_lumo_gap_ev": [5.54, 5.54], "de_lowest_kj_mol": 318.9, "energy_ha": -2488.4534, "total_charge": 2, "lumo_ev": [-8.813, -8.813]}